# C54H45AuNP3Si

C54H45AuNP3Si as an isolated structure (wB97M-V/def2-TZVPD, OMol25).

Computed properties:
**E_LUMO**: -6.04 eV
**HOMO level**: -12.409 eV
**Calculated total energy**: -3588.37892 Ha
**Total charge**: +2
**Relative energy (zero: lowest compared OMol25 entry of this formula, charge and spin)**: 7.2 kcal/mol

```
105
Properties=species:S:1:pos:R:3:forces:R:3
Au 0.159 -0.331 0.074 -0.57 -0.22 0.62
C -4.262 -4.854 0.481 0.00 -0.01 0.03
C -4.250 -4.521 -0.867 -0.01 -0.01 -0.03
C -3.538 -3.417 -1.304 -0.07 0.08 0.00
C -2.853 -2.623 -0.380 0.18 -0.14 0.11
C -2.850 -2.976 0.966 -0.01 -0.03 -0.01
C -3.559 -4.086 1.396 -0.02 -0.03 0.01
P -1.939 -1.181 -0.947 0.69 0.31 -0.62
C -1.515 -1.609 -2.658 -0.13 -0.08 -0.01
C -2.205 -1.114 -3.760 0.05 0.11 0.02
C -1.861 -1.531 -5.041 0.02 -0.02 0.00
C -0.840 -2.450 -5.223 -0.01 0.00 0.01
C -0.153 -2.952 -4.123 0.01 0.01 -0.04
C -0.488 -2.532 -2.849 0.00 -0.09 0.04
C -3.053 0.244 -1.053 0.03 -0.18 0.35
C -4.374 0.108 -1.466 -0.05 -0.09 -0.05
C -5.191 1.222 -1.558 0.01 0.02 0.00
C -4.698 2.476 -1.221 0.01 -0.01 0.01
C -3.390 2.608 -0.778 -0.12 -0.08 0.02
C -2.554 1.489 -0.678 -0.10 0.46 -0.03
Si -0.870 1.770 0.045 0.17 -0.03 0.01
C -0.840 2.246 1.857 -0.09 0.15 -0.03
C -1.069 3.610 2.080 -0.07 0.03 0.08
C -1.051 4.146 3.358 0.00 -0.01 -0.03
C -0.804 3.319 4.444 0.00 0.00 0.00
C -0.574 1.968 4.244 -0.01 -0.02 0.13
C -0.577 1.421 2.965 -0.01 -0.02 -0.26
P -0.376 -0.379 2.733 0.05 -0.20 0.12
C -1.850 -0.982 3.618 -0.04 0.15 0.13
C -1.808 -1.915 4.648 0.04 -0.03 -0.05
C -2.987 -2.333 5.255 -0.03 0.02 -0.01
C -4.206 -1.817 4.845 0.00 0.00 0.00
C -4.252 -0.875 3.822 0.00 -0.04 0.03
C -3.082 -0.462 3.212 -0.01 -0.01 -0.03
C 1.066 -0.963 3.668 0.05 0.02 -0.08
C 1.309 -2.340 3.600 0.00 0.02 -0.07
C 2.438 -2.886 4.184 0.03 0.00 0.02
C 3.355 -2.059 4.824 0.00 0.01 0.00
C 3.129 -0.694 4.881 0.00 -0.06 0.04
C 1.990 -0.144 4.305 -0.06 0.03 0.12
C 0.289 2.878 -0.905 -0.11 0.06 -0.02
C -0.108 3.954 -1.694 0.06 0.06 0.00
C 0.838 4.846 -2.184 0.02 -0.02 0.01
C 2.181 4.686 -1.871 -0.03 0.03 -0.02
C 2.595 3.614 -1.094 0.09 -0.04 0.00
C 1.655 2.692 -0.650 -0.15 -0.03 0.09
P 2.066 1.230 0.333 0.02 -0.09 -0.45
C 2.943 1.857 1.779 -0.04 -0.26 0.17
C 2.371 2.865 2.558 0.07 0.09 -0.10
C 3.045 3.350 3.664 0.02 0.01 0.02
C 4.291 2.835 4.002 0.01 0.02 0.00
C 4.866 1.839 3.227 0.01 0.03 0.00
C 4.193 1.341 2.122 -0.02 0.02 -0.01
C 3.217 0.123 -0.508 0.01 -0.03 0.01
C 3.288 -1.171 0.016 -0.03 -0.03 -0.03
C 4.117 -2.114 -0.571 0.01 -0.02 -0.02
C 4.868 -1.772 -1.688 0.01 -0.02 0.01
C 4.798 -0.487 -2.209 0.00 0.01 -0.01
C 3.977 0.464 -1.620 0.03 0.03 0.03
H -4.812 -5.724 0.814 -0.02 -0.02 0.01
H -4.786 -5.128 -1.582 -0.01 -0.01 -0.01
H -3.519 -3.179 -2.359 0.02 0.00 0.00
H -2.295 -2.395 1.684 0.05 0.06 0.03
H -3.554 -4.350 2.445 0.00 -0.01 0.02
H -3.005 -0.397 -3.633 -0.01 0.01 0.00
H -2.400 -1.142 -5.893 -0.01 0.01 -0.02
H -0.583 -2.784 -6.218 0.02 0.01 -0.03
H 0.643 -3.671 -4.262 0.01 -0.03 0.00
H 0.050 -2.938 -1.997 -0.01 0.01 0.02
H -4.767 -0.871 -1.716 0.00 0.00 0.01
H -6.215 1.112 -1.887 -0.02 0.00 0.00
H -5.337 3.346 -1.280 -0.01 0.01 -0.02
H -3.043 3.589 -0.477 0.03 0.03 0.01
H -1.250 4.281 1.246 0.00 0.00 -0.04
H -1.230 5.203 3.506 -0.01 0.01 0.00
H -0.803 3.725 5.447 0.01 0.00 0.02
H -0.406 1.326 5.101 -0.01 -0.01 -0.01
H -0.864 -2.316 4.990 0.01 0.01 0.01
H -2.946 -3.054 6.060 0.00 -0.01 0.01
H -5.120 -2.141 5.324 -0.01 0.00 0.00
H -5.201 -0.465 3.505 -0.01 0.01 0.00
H -3.134 0.273 2.414 0.03 0.01 0.01
H 0.609 -2.992 3.086 -0.01 0.00 -0.01
H 2.606 -3.954 4.140 0.01 -0.01 0.00
H 4.241 -2.483 5.277 0.01 0.00 0.01
H 3.838 -0.047 5.379 0.01 0.00 0.01
H 1.838 0.926 4.366 -0.01 -0.01 -0.04
H -1.153 4.114 -1.927 -0.04 -0.02 -0.01
H 0.525 5.681 -2.795 0.00 0.01 -0.02
H 2.910 5.397 -2.236 0.01 0.01 0.00
H 3.642 3.500 -0.841 0.00 0.00 0.00
H 1.412 3.288 2.296 0.01 0.01 -0.02
H 2.601 4.135 4.260 0.00 0.01 0.00
H 4.819 3.221 4.864 0.01 0.01 0.01
H 5.842 1.448 3.480 0.01 -0.01 0.01
H 4.653 0.562 1.531 0.00 -0.01 -0.01
H 2.718 -1.440 0.904 0.01 0.02 0.04
H 4.182 -3.109 -0.152 -0.01 -0.02 -0.01
H 5.515 -2.506 -2.149 0.01 -0.01 0.00
H 5.391 -0.221 -3.074 0.00 0.00 0.00
H 3.936 1.463 -2.033 -0.01 0.00 -0.01
N 1.005 0.214 -2.763 0.07 0.11 -0.16
H 1.596 1.028 -2.900 -0.01 -0.01 -0.04
H 0.158 0.375 -3.301 0.00 -0.02 0.00
H 1.476 -0.568 -3.207 0.02 0.00 0.01
```
Forces are in eV/Å.

=====

# C42H53CeN7OSSbSi

C42H53CeN7OSSbSi as an isolated structure (wB97M-V/def2-TZVPD, OMol25).

Computed properties:
**Expectation value of S²**: 0.7508
**E_LUMO (alpha / beta)**: 4.06 / 4.06 eV
**HOMO level (alpha / beta)**: -1.710 / -1.879 eV
**Calculated total energy**: -3493.88035 Ha
**Multiplicity**: 2
**Total charge**: -2
**Relative energy (zero: lowest compared OMol25 entry of this formula, charge and spin)**: 0.0 kcal/mol

```
107
Properties=species:S:1:pos:R:3:forces:R:3
Ce 12.434 8.945 13.403 0.23 0.50 -0.70
N 14.063 5.251 16.341 -1.62 0.67 -0.35
C 13.825 6.002 15.172 0.78 0.78 -0.49
S 12.224 6.447 14.713 -0.66 -1.06 0.84
N 14.898 6.412 14.541 0.05 -1.45 0.97
N 14.660 7.118 13.393 -0.43 0.32 -0.39
C 15.486 6.884 12.446 0.74 0.22 -0.38
C 15.394 7.415 11.083 1.89 0.26 -0.76
C 16.558 7.282 10.216 -1.46 -0.26 2.38
C 16.501 7.625 8.917 -0.31 -0.33 -1.45
C 15.247 8.039 8.392 2.16 -0.25 0.14
C 14.149 8.206 9.162 -0.75 1.32 -1.66
C 14.246 8.032 10.541 -2.57 -0.96 2.17
O 13.158 8.231 11.264 1.10 -0.04 -0.75
H 13.273 4.704 16.688 0.45 0.46 -0.45
H 14.909 4.758 16.263 1.14 -0.74 0.06
H 16.383 6.230 12.619 -0.85 0.37 0.09
H 17.479 6.893 10.628 0.06 -0.15 0.22
H 17.350 7.397 8.245 -0.53 0.49 0.39
H 15.325 8.282 7.371 -0.70 0.26 -1.35
H 13.226 8.626 8.662 0.89 -0.63 1.01
C 10.724 6.372 10.446 2.07 -0.86 -0.71
C 9.724 7.173 11.127 -0.49 0.24 0.42
C 8.407 7.119 10.730 -0.66 0.18 0.58
C 7.440 7.878 11.408 1.10 -0.12 -0.67
C 7.860 8.641 12.462 -0.74 -0.09 -0.03
C 9.218 8.634 12.867 0.78 -0.55 -0.65
N 10.148 7.945 12.117 -0.46 0.25 0.46
N 9.726 9.306 13.866 0.15 0.65 2.11
Si 9.125 9.749 15.444 1.00 0.24 -1.17
C 9.701 11.515 15.721 -0.10 0.59 0.55
C 7.267 9.668 15.639 -0.96 -0.10 -0.22
C 9.821 8.774 16.891 -0.96 0.63 -0.50
H 11.328 5.719 11.072 -0.17 0.14 0.78
H 11.510 7.012 10.034 -0.20 0.08 -0.27
H 10.350 5.683 9.708 -0.53 0.12 -0.62
H 8.105 6.439 9.979 -0.15 -0.50 -0.84
H 6.456 7.875 10.959 -0.36 0.16 0.52
H 7.185 9.253 13.023 -0.32 0.28 0.14
H 8.996 12.330 15.470 0.14 -0.40 -0.12
H 10.660 11.668 15.219 -0.21 -0.09 -0.15
H 9.960 11.659 16.781 -0.15 0.00 -0.05
H 6.876 9.883 16.638 0.27 -0.05 0.11
H 6.812 8.737 15.305 0.25 -0.51 0.24
H 6.761 10.360 14.976 0.06 0.65 -0.20
H 10.855 8.605 16.860 1.56 -0.46 -0.42
H 9.294 7.873 17.123 -0.31 -0.71 0.06
H 9.704 9.461 17.705 -0.34 0.47 0.85
C 10.513 11.065 11.213 1.15 2.75 0.53
N 11.850 11.200 11.896 -0.28 1.82 -1.43
C 11.945 12.519 12.643 -0.30 -0.88 -0.45
C 12.928 11.329 10.854 0.43 0.61 -0.25
C 14.263 11.462 11.556 -0.01 -0.22 0.30
C 15.181 12.456 11.203 0.52 -1.19 1.29
C 16.428 12.435 11.859 -0.21 0.82 -0.92
C 16.658 11.520 12.857 1.70 0.00 0.10
C 15.708 10.631 13.257 -1.21 -1.20 0.40
C 14.451 10.577 12.632 0.16 -0.55 0.42
H 10.398 11.964 10.511 -0.09 -1.00 0.60
H 9.734 11.126 11.989 0.20 -0.40 -0.46
H 10.535 10.169 10.646 -0.33 -0.94 -0.40
H 12.185 13.368 11.989 -0.63 -0.05 -0.55
H 12.878 12.465 13.193 -0.39 -0.18 0.93
H 11.010 12.719 13.197 0.73 -0.25 0.07
H 12.873 12.255 10.196 -0.82 -0.59 0.59
H 12.935 10.479 10.155 -0.20 -0.03 0.52
H 14.893 13.231 10.537 0.03 0.56 -0.88
H 17.259 13.088 11.567 -0.48 0.05 0.04
H 17.662 11.452 13.283 -0.14 0.19 0.05
H 15.939 9.886 14.049 -0.08 0.65 -0.36
C 9.024 11.017 6.303 -1.08 -0.44 -1.15
Sb 10.302 9.462 7.046 -0.01 0.35 2.01
C 10.512 8.564 5.200 1.20 0.78 -1.40
C 12.073 10.616 6.667 0.67 0.20 1.55
H 9.452 11.348 5.317 -0.73 -0.40 0.70
H 8.900 11.899 6.911 0.30 0.20 0.52
H 7.974 10.580 6.228 1.30 0.54 -0.37
H 9.652 8.142 4.753 -1.02 -0.39 -0.36
H 11.308 7.839 5.178 0.26 -0.44 0.27
H 10.888 9.401 4.582 -0.34 -0.38 -0.14
H 12.796 10.033 6.089 -0.18 0.34 -0.14
H 12.584 10.998 7.582 -0.33 -0.70 -0.38
H 11.718 11.528 6.229 0.01 0.32 -0.99
N 12.619 10.339 15.462 2.50 0.40 1.15
C 13.437 10.768 16.363 -2.73 -0.31 -0.34
C 13.040 12.042 17.119 0.03 0.14 -0.71
C 12.758 12.022 18.471 -0.47 1.81 -0.42
C 12.311 13.183 19.116 -0.06 0.13 -0.19
C 12.167 14.363 18.391 0.37 1.46 0.41
C 12.382 14.377 16.996 -0.31 0.14 1.02
C 12.795 13.225 16.401 -0.16 -1.53 -1.73
C 14.598 10.051 16.985 0.82 0.35 0.24
C 15.523 10.718 17.833 -0.52 -0.65 -2.26
C 16.702 10.050 18.221 -0.79 1.15 1.97
C 16.844 8.702 18.022 -1.56 -0.22 -2.10
C 15.905 8.082 17.143 2.18 -0.68 1.08
C 14.819 8.714 16.659 -2.10 0.29 0.23
H 12.832 11.141 19.019 0.29 -1.50 0.83
H 12.052 13.144 20.181 0.23 0.13 -0.37
H 12.025 15.351 18.922 -0.30 -1.30 -0.58
H 12.169 15.235 16.369 0.07 0.19 0.27
H 12.782 13.104 15.285 0.40 0.33 1.13
H 15.274 11.774 17.923 0.79 -0.14 0.61
H 17.359 10.571 18.929 0.03 -0.12 -0.41
H 17.608 8.098 18.446 0.78 -0.14 0.22
H 16.109 7.084 16.802 -0.19 -0.49 0.22
H 13.966 8.143 16.235 0.98 0.61 -0.31
```
Forces are in eV/Å.

=====

# CH7N2P

A 2-piece molecular cluster, CH7N2P overall (wB97M-V/def2-TZVPD, OMol25).

Computed properties:
**E_LUMO**: 0.70 eV
**HOMO level**: -8.610 eV
**Calculated total energy**: -493.12016 Ha
**Structure (SMILES)**: C=PN.N
**Total charge**: 0
**Relative energy (zero: lowest compared OMol25 entry of this formula, charge and spin)**: 0.0 kcal/mol

```
11
Properties=species:S:1:pos:R:3:forces:R:3
C 1.186 1.896 -0.147 -0.28 -2.46 0.18
N -2.687 -0.859 0.363 -0.58 1.88 -1.87
N 1.794 -0.747 -0.090 1.85 0.71 -0.97
P 0.862 0.445 0.665 0.73 1.55 -1.01
H -3.453 -0.539 -0.342 2.23 -0.85 1.54
H 0.539 2.689 0.148 -0.11 0.73 0.12
H 1.753 1.950 -1.083 -0.06 0.21 0.52
H -2.855 -1.808 0.589 -0.18 -1.01 0.12
H -1.721 -0.774 -0.029 -1.52 -0.03 0.20
H 1.810 -1.593 0.406 -0.33 -1.31 0.82
H 2.772 -0.661 -0.479 -1.73 0.57 0.36
```
Forces are in eV/Å.

=====

> Number 1 is which compound?

C54H45AuNP3Si

=====

> Which of these has the lowest calculated total energy?

C54H45AuNP3Si

=====

> Which value of calculated total energy does entry 2 give?

-3493.88035 Ha